{
  "formula": "C50H51Br8N7O14",
  "method": "ωB97M-V/def2-TZVPD",
  "species": ["Br", "C", "C", "Br", "H", "H", "H", "H", "Br", "C", "C", "Br", "H", "H", "H", "H", "Br", "C", "C", "Br", "H", "H", "H", "H", "Br", "C", "C", "Br", "H", "H", "H", "H", "C", "C", "C", "C", "C", "C", "N", "O", "O", "H", "H", "H", "H", "H", "C", "C", "C", "C", "C", "C", "N", "O", "O", "H", "H", "H", "H", "H", "C", "C", "C", "C", "C", "C", "N", "O", "O", "H", "H", "H", "H", "H", "C", "C", "C", "C", "C", "C", "N", "O", "O", "H", "H", "H", "H", "H", "C", "C", "C", "C", "C", "C", "N", "O", "O", "H", "H", "H", "H", "H", "C", "C", "C", "C", "C", "C", "N", "O", "O", "H", "H", "H", "H", "H", "C", "C", "C", "C", "C", "C", "N", "O", "O", "H", "H", "H", "H", "H"],
  "coordinates": [[-1.431730, 8.647966, 1.071414], [-1.011290, 6.752482, 1.376723], [0.026646, 6.564603, 2.584845], [0.149502, 4.665747, 3.376723], [-0.663236, 6.420998, 0.421494], [-1.973921, 6.241893, 1.583833], [-0.230053, 7.228584, 3.436170], [1.033746, 6.796092, 2.299134], [4.681777, 3.098061, 1.935428], [3.853590, 3.767834, 0.284551], [3.136796, 5.019374, 0.642143], [2.179216, 5.740908, -0.868875], [3.121357, 3.018694, -0.010675], [4.573064, 3.851299, -0.508130], [3.794401, 5.820525, 0.942734], [2.380388, 4.826831, 1.412443], [3.731873, -2.309188, -4.300008], [2.097559, -2.495957, -5.421117], [2.118182, -1.525816, -6.622181], [0.246571, -1.635653, -7.348587], [1.235619, -2.391859, -4.768187], [2.147019, -3.549666, -5.711432], [2.683078, -1.891818, -7.499070], [2.312587, -0.503434, -6.343120], [5.293852, -1.228531, 0.688124], [5.756786, -0.694787, -1.195082], [5.911591, 0.843663, -1.291006], [6.180128, 1.245073, -3.154103], [4.886408, -1.030792, -1.785640], [6.641008, -1.273077, -1.488025], [6.746405, 1.261856, -0.717724], [4.960990, 1.293601, -1.004482], [-3.228683, 2.212100, -2.087167], [-2.013172, 2.861184, -2.336991], [-2.037208, 4.256996, -2.455582], [-3.209700, 4.965051, -2.284586], [-4.401806, 4.258714, -2.072341], [-4.420459, 2.892481, -1.940547], [-3.239722, 6.455097, -2.423225], [-2.176925, 7.055324, -2.237344], [-4.282108, 6.965200, -2.788930], [-3.121556, 1.150381, -1.940512], [-1.033773, 2.337831, -2.432192], [-1.086944, 4.741387, -2.506066], [-5.235306, 4.852993, -1.831665], [-5.302647, 2.341453, -1.594688], [2.477883, -1.272540, 5.457885], [2.601004, -2.312536, 6.331950], [3.497018, -3.369315, 6.133191], [4.269309, -3.302677, 4.944426], [4.136303, -2.275816, 4.040557], [3.230748, -1.250201, 4.301233], [5.419298, -4.277105, 4.723701], [5.698039, -5.122534, 5.582480], [6.096122, -4.176599, 3.685224], [1.817284, -0.452666, 5.670171], [1.981478, -2.309166, 7.210714], [3.552312, -4.221382, 6.841198], [4.734355, -2.342038, 3.142143], [3.173861, -0.406925, 3.625738], [2.235167, -4.196385, -1.911044], [1.963716, -5.493500, -2.355255], [2.593349, -6.559835, -1.723991], [3.550674, -6.326461, -0.726280], [3.905452, -5.043665, -0.334024], [3.216197, -3.990155, -0.915756], [4.258350, -7.510141, -0.076506], [4.559174, -7.369692, 1.065338], [4.371759, -8.552647, -0.691734], [1.739242, -3.343318, -2.299399], [1.245182, -5.653881, -3.146599], [2.407637, -7.598512, -2.004090], [4.553972, -4.850069, 0.552003], [3.443734, -3.001425, -0.512589], [-4.106003, -1.379473, -6.074875], [-4.002227, -2.536935, -6.828861], [-2.977778, -3.462539, -6.642140], [-2.106479, -3.191447, -5.591805], [-2.171596, -2.036097, -4.774841], [-3.185177, -1.104015, -5.050975], [-1.035664, -4.190536, -5.349253], [-0.328330, -4.039890, -4.336333], [-0.812028, -5.082878, -6.136911], [-4.853541, -0.672392, -6.257683], [-4.707599, -2.635046, -7.603053], [-2.962034, -4.311677, -7.313248], [-1.406881, -1.962324, -3.994664], [-3.292085, -0.172139, -4.478979], [-2.567885, 1.090730, 5.293249], [-2.591278, 2.404681, 4.960638], [-2.300561, 3.367529, 5.932218], [-2.106666, 2.957418, 7.244794], [-2.010002, 1.597680, 7.584437], [-2.260302, 0.656828, 6.593582], [-1.777216, 3.896623, 8.288250], [-1.252847, 4.947863, 7.942750], [-2.000711, 3.588842, 9.439552], [-2.864243, 0.316137, 4.601590], [-2.805938, 2.691747, 3.932590], [-2.400203, 4.424713, 5.773592], [-1.845191, 1.165632, 8.564990], [-2.391225, -0.404869, 6.843491], [0.571932, 1.000562, 1.962392], [-0.726493, 0.758822, 1.677965], [-1.111867, 0.244001, 0.409127], [-0.086424, -0.090819, -0.481570], [1.275075, 0.007151, -0.101829], [1.616591, 0.655486, 1.082429], [-0.432535, -0.739315, -1.722885], [-1.600742, -0.683660, -2.088822], [0.439832, -1.335424, -2.364859], [0.844981, 1.443466, 2.901617], [-1.428418, 1.001310, 2.465699], [-2.127074, 0.074713, 0.172075], [2.003027, -0.473882, -0.720478], [2.675044, 0.686291, 1.333776], [-4.629340, -2.293267, -1.487104], [-5.425353, -1.259100, -1.977985], [-5.820269, -0.212959, -1.140770], [-5.339295, -0.224314, 0.179098], [-4.477032, -1.186099, 0.647190], [-4.174002, -2.235513, -0.186443], [-5.605900, 0.933860, 1.068871], [-6.432769, 1.808889, 0.695933], [-5.012268, 1.048869, 2.080271], [-4.313611, -3.116532, -2.129591], [-5.825611, -1.372072, -2.974465], [-6.487428, 0.492477, -1.541775], [-4.106372, -1.126446, 1.646444], [-3.650509, -3.071113, 0.336382]],
  "forces_ev_per_a": [[0.262, -0.467, 0.360], [-0.039, -0.518, 1.763], [-1.457, 0.201, -0.258], [-0.316, 1.428, -0.862], [0.536, -0.356, -0.304], [0.658, 0.427, 0.071], [-0.067, -0.705, -0.526], [0.412, -0.039, -0.333], [0.063, -0.016, -0.411], [-0.608, -0.787, 0.316], [-0.436, 0.500, 0.469], [-0.262, 0.023, -0.438], [0.065, -0.141, 0.048], [0.546, 0.234, -0.062], [0.212, 0.032, 0.241], [0.319, 0.079, -0.160], [-0.364, 0.297, -0.483], [0.751, -0.175, -0.365], [-0.918, -1.553, -0.060], [0.654, 0.339, 0.134], [0.194, 0.413, 0.022], [-0.128, 0.352, -0.232], [0.096, 0.396, 0.883], [0.036, 0.188, -0.077], [0.321, 0.396, -0.786], [-0.406, 0.273, 0.270], [-0.288, -1.187, 0.397], [0.111, 0.187, -0.303], [0.490, 0.206, 0.261], [-0.217, 0.340, 0.244], [-0.304, -0.267, -0.142], [0.243, 0.116, 0.068], [1.639, -0.609, -0.098], [-0.459, 0.624, -0.217], [0.717, -0.353, 0.695], [-0.570, -0.888, -0.441], [0.782, 1.131, 0.384], [0.078, -0.468, 0.369], [0.933, -0.035, -0.307], [-1.205, -0.685, -0.037], [0.439, -0.243, 0.446], [-0.532, -0.353, 0.003], [-1.082, 0.322, 0.134], [0.308, 0.601, -0.394], [-1.231, 0.477, -0.069], [0.245, 0.537, -0.384], [0.265, 0.576, -0.760], [0.210, -1.362, 0.849], [0.300, -0.120, -0.797], [0.333, -0.781, 1.496], [-0.134, -0.057, -0.264], [0.493, -0.074, -0.351], [1.394, -1.122, -0.501], [-1.186, 1.523, -0.751], [-1.546, 0.381, 1.368], [-0.258, 0.164, 0.107], [-0.082, -0.129, 0.290], [0.209, 0.786, -0.656], [0.057, 0.284, 0.075], [-0.084, -0.068, -0.105], [1.248, -0.741, 0.925], [0.089, 0.444, 0.641], [0.891, -0.608, 0.235], [0.250, -0.414, -0.639], [-0.257, -0.097, 1.131], [-0.449, 0.095, -0.197], [-1.642, 0.165, -1.298], [0.797, 0.482, 1.632], [-0.019, 0.317, -0.489], [-0.460, 0.446, -0.429], [-0.045, -0.060, 0.041], [-0.011, 0.356, -0.002], [-0.297, -0.370, -1.048], [-0.238, -0.131, -0.402], [1.769, -0.729, 1.047], [0.572, 0.561, 0.456], [-0.678, 0.790, 0.331], [-0.171, -0.167, -0.010], [-0.068, -0.890, -0.720], [0.227, -0.468, 0.143], [1.637, 0.232, 1.255], [-1.131, 0.143, -0.749], [-0.797, 0.308, -0.272], [-1.129, 0.850, -0.403], [-0.690, -0.513, -0.920], [0.507, -0.120, 0.390], [-0.562, 0.290, -0.360], [0.251, -0.526, -0.164], [-0.041, -1.815, 0.899], [0.378, 1.361, -0.372], [-0.766, -0.181, 0.718], [0.823, -1.710, -0.414], [-0.612, -0.731, -0.504], [-0.635, 0.374, -0.278], [0.440, 1.291, 0.212], [-0.319, -0.290, 0.072], [-0.091, -0.163, -0.004], [0.061, 0.102, -0.379], [-0.073, 0.136, 0.287], [0.271, 0.240, -0.384], [0.109, 0.842, 0.184], [0.451, 0.531, -0.091], [2.249, 0.227, -0.149], [-1.392, -0.296, -1.182], [1.730, 0.455, 0.896], [0.490, 0.076, 1.750], [-0.971, 0.407, 0.054], [-0.677, -1.095, -0.563], [0.097, -0.903, -1.335], [0.434, 0.136, 0.319], [-0.719, 0.825, 0.808], [-0.025, 0.127, 0.377], [-0.404, -0.085, -0.349], [-0.835, -0.109, -0.304], [0.412, 0.091, -0.380], [-0.262, 0.320, 0.199], [0.343, 0.079, -0.297], [-0.151, -0.399, 0.582], [0.888, -1.534, 0.448], [-0.102, 1.176, -0.798], [-0.655, 0.263, -0.259], [0.671, -1.513, 1.225], [-2.743, 2.079, -2.422], [1.196, -1.953, -0.044], [1.571, -0.454, 2.110], [-0.285, 0.195, 0.150], [0.039, 0.367, -0.139], [-0.691, 1.019, 0.039], [0.127, -0.029, 0.450], [-0.116, 0.616, -1.088]],
  "e_lumo_ev": -1.58,
  "charge": 0,
  "energy_ev": -652092.87893,
  "homo_ev": -9.58,
  "smiles": "O=[N+]([O-])c1ccccc1.O=[N+]([O-])c1ccccc1.O=[N+]([O-])c1ccccc1.O=[N+]([O-])c1ccccc1.O=[N+]([O-])c1ccccc1.O=[N+]([O-])c1ccccc1.O=[N+]([O-])c1ccccc1.BrCCBr.BrCCBr.BrCCBr.BrCCBr",
  "fmax_ev_per_a": 4.208
}